Computed, not measured: 5 unconnected molecules or ions with the total composition C21H50Br3Cl2N3 in a non-equilibrium geometry, with ωB97M-V with the def2-TZVPD basis set.

SMILES: BrC(Br)Br.CCN(CC)CC.CCN(CC)CC.CCN(CC)CC.ClCCCl
relative energy (zero: lowest compared OMol25 entry of this formula, charge and spin): 0.313 eV
total charge: 0
orbital gap: 7.4 eV
DFT total energy: -9636.711017 hartree
2S+1: 1

Each line ends with the Löwdin charge.
Geometry (Å):
Br (10.044, 8.466, 16.615)  0.57
Br (9.887, 8.482, 13.345)  0.55
Br (12.210, 6.585, 14.885)  0.53
Cl (13.029, 12.295, 9.991)  0.63
Cl (12.479, 10.819, 12.973)  0.61
N (15.913, 15.506, 8.096)  -0.21
N (9.038, 10.217, 9.797)  -0.16
N (14.751, 7.769, 9.836)  -0.15
C (12.268, 10.155, 11.386)  -0.74
C (11.070, 8.256, 14.984)  -1.47
C (14.809, 15.918, 8.942)  -0.26
C (14.870, 13.548, 6.857)  -0.09
C (9.520, 7.816, 9.766)  -0.12
C (15.586, 7.394, 11.003)  -0.22
C (17.454, 16.042, 6.260)  -0.09
C (16.095, 16.374, 6.948)  -0.24
C (8.789, 11.867, 7.883)  -0.09
C (7.172, 10.980, 11.374)  -0.10
C (15.022, 15.411, 10.368)  -0.09
C (15.899, 14.058, 7.847)  -0.25
C (12.727, 7.127, 8.451)  -0.07
C (13.793, 6.723, 9.469)  -0.27
C (13.266, 10.578, 10.281)  -0.64
C (7.570, 10.169, 10.198)  -0.25
C (15.695, 7.900, 8.597)  -0.21
C (16.132, 9.367, 8.505)  -0.10
C (9.464, 11.499, 9.164)  -0.26
C (14.752, 7.706, 12.280)  -0.10
C (9.464, 9.073, 8.959)  -0.26
H (15.348, 7.626, 7.601)  0.10
H (13.315, 6.384, 10.388)  0.10
H (14.617, 8.758, 12.528)  0.05
H (9.201, 12.762, 7.416)  0.08
H (15.297, 7.318, 13.140)  0.07
H (8.737, 9.005, 8.149)  0.11
H (15.311, 10.036, 8.245)  0.05
H (8.833, 11.132, 7.079)  0.07
H (11.266, 10.392, 11.026)  0.03
H (16.468, 9.718, 9.481)  0.06
H (16.500, 7.987, 11.024)  0.11
H (14.837, 17.007, 8.905)  0.11
H (17.549, 15.123, 5.681)  0.06
H (7.839, 10.867, 12.228)  0.06
H (10.413, 7.706, 10.381)  0.04
H (6.910, 10.451, 9.377)  0.10
H (13.873, 13.983, 6.935)  0.07
H (16.942, 9.533, 7.795)  0.07
H (16.914, 13.743, 7.605)  0.11
H (8.728, 7.707, 10.507)  0.05
H (10.542, 11.443, 9.016)  0.07
H (15.958, 15.681, 10.859)  0.08
H (10.440, 9.271, 8.516)  0.10
H (14.321, 10.364, 10.453)  0.05
H (15.196, 13.540, 5.817)  0.07
H (9.439, 6.994, 9.056)  0.08
H (13.781, 7.212, 12.239)  0.03
H (17.681, 16.827, 5.538)  0.06
H (16.651, 7.387, 8.698)  0.10
H (11.763, 9.097, 15.005)  -0.08
H (13.212, 7.304, 7.491)  0.07
H (12.309, 9.068, 11.447)  0.04
H (18.316, 16.113, 6.923)  0.07
H (14.322, 15.854, 11.077)  0.07
H (14.709, 12.507, 7.137)  0.05
H (7.712, 11.982, 8.007)  0.07
H (12.130, 7.986, 8.758)  0.03
H (9.226, 12.238, 9.929)  0.11
H (14.227, 5.815, 9.050)  0.11
H (7.167, 12.051, 11.174)  0.07
H (16.022, 17.445, 7.136)  0.11
H (13.843, 15.714, 8.480)  0.11
H (6.106, 10.879, 11.577)  0.08
H (15.262, 16.133, 6.288)  0.10
H (15.748, 6.317, 11.011)  0.11
H (14.892, 14.331, 10.426)  0.01
H (12.005, 6.328, 8.283)  0.08
H (12.982, 10.064, 9.363)  0.05
H (15.765, 13.510, 8.780)  0.08
H (7.192, 9.160, 10.363)  0.10

=====

Computed, not measured: a gas-phase ion, C8H13N6 (charge +1) in a non-equilibrium geometry, with ωB97M-V with the def2-TZVPD basis set.

SMILES: Cc1c[nH]nc1[NH2+][C@@H]1C=NCC(N)=N1
relative energy (zero: lowest compared OMol25 entry of this formula, charge and spin): 2.798 eV
total charge: +1
orbital gap: 9.9 eV
DFT total energy: -640.859386 hartree
2S+1: 1

Each line ends with the Löwdin charge.
Geometry (Å):
N (1.236, 0.902, -0.939)  0.17
N (-1.858, 0.695, 0.102)  0.08
N (1.043, -1.856, 1.186)  -0.02
N (-1.513, -2.114, -2.208)  0.17
N (-0.483, -0.079, -2.232)  0.11
N (1.276, -1.340, 0.031)  0.09
C (-1.892, -0.695, -0.324)  -0.15
C (-1.285, -0.933, -1.630)  -0.45
C (-1.194, 1.538, -0.466)  -0.16
C (1.137, 0.328, 1.572)  -0.22
C (1.253, 0.001, 0.193)  -0.26
C (1.025, -0.911, 2.170)  -0.01
C (-0.179, 1.219, -1.543)  -0.18
C (1.124, 1.705, 2.114)  -0.03
H (-1.847, -2.948, -1.642)  0.16
H (-1.185, -2.224, -3.125)  0.10
H (0.039, 1.856, 2.331)  0.10
H (1.200, -2.923, 1.337)  0.23
H (-3.066, -0.925, -0.311)  0.17
H (-1.511, -1.421, 0.575)  0.17
H (1.886, 1.680, -0.672)  0.20
H (1.725, 0.437, -1.645)  0.14
H (0.831, -0.923, 3.143)  0.09
H (1.825, 1.890, 3.023)  0.13
H (1.464, 2.404, 1.351)  0.06
H (-1.101, 2.641, -0.106)  0.15
H (0.051, 1.998, -2.287)  0.15

=====

Computed, not measured: 2 unconnected molecules or ions with the total composition C4H12N3O in a non-equilibrium geometry, with ωB97M-V with the def2-TZVPD basis set.

relative energy (zero: lowest compared OMol25 entry of this formula, charge and spin): 4.518 eV
total charge: +1
orbital gap (spin up / spin down): 7.8 / 7.8 eV
DFT total energy: -398.751289 hartree
2S+1: 1

Each line ends with the Löwdin charge.
Geometry (Å):
O (-0.653, 1.983, 0.710)  0.09
N (0.393, -1.381, 1.660)  0.05
N (1.465, -1.513, 0.658)  -0.08
N (2.091, 0.108, -1.911)  0.12
C (-0.991, 0.969, -0.196)  -0.33
C (-2.438, 0.728, -0.294)  0.00
C (1.332, 0.482, -0.853)  -0.12
C (-0.060, 0.236, -0.836)  -0.09
H (3.070, -0.191, -1.704)  0.14
H (-2.505, -0.221, -0.779)  0.08
H (-1.400, 2.129, 1.213)  0.06
H (-2.855, 0.614, 0.754)  0.13
H (-0.411, -0.458, -1.575)  0.13
H (-3.068, 1.416, -0.810)  0.10
H (1.609, -0.616, -2.587)  0.18
H (2.369, -1.479, 1.105)  0.01
H (1.803, 1.150, -0.140)  0.14
H (0.706, -1.178, 2.556)  0.12
H (-0.265, -0.601, 1.348)  0.13
H (-0.192, -2.177, 1.681)  0.13

=====

Computed, not measured: C7H8F3NO in the gas phase in a non-equilibrium geometry, with ωB97M-V with the def2-TZVPD basis set.

SMILES: COC1=NC=C[C@H](C(F)(F)F)C1
relative energy (zero: lowest compared OMol25 entry of this formula, charge and spin): 0.606 eV
total charge: 0
orbital gap: 9.5 eV
DFT total energy: -701.068313 hartree
2S+1: 1

Each line ends with the Löwdin charge.
Geometry (Å):
F (-2.972, 0.502, 0.746)  0.13
F (-1.461, -0.999, 0.772)  0.18
F (-2.863, -1.091, -0.743)  0.08
O (1.605, -1.371, -0.133)  -0.04
N (1.035, 0.609, 0.714)  0.11
C (2.445, -1.693, 1.017)  -0.04
C (-0.843, 1.837, -0.112)  -0.11
C (-0.079, -0.063, -1.373)  -0.05
C (0.215, 1.734, 0.683)  -0.13
C (-1.307, 0.737, -0.961)  -0.20
C (0.849, -0.262, -0.195)  -0.38
C (-2.095, -0.177, -0.027)  -0.58
H (-0.175, -1.012, -1.824)  0.11
H (-1.420, 2.748, -0.113)  0.11
H (0.501, 0.498, -2.253)  0.19
H (-1.932, 1.181, -1.895)  0.21
H (0.473, 2.511, 1.559)  0.15
H (2.035, -2.631, 1.552)  0.11
H (2.518, -0.993, 1.767)  0.04
H (3.471, -2.065, 0.817)  0.09

=====

Computed, not measured: a gas-phase ion, C7H12N3 (charge +1) in a non-equilibrium geometry, with ωB97M-V with the def2-TZVPD basis set.

SMILES: C[N+]1=CN([C@@]2(C)C=N2)CC1
relative energy (zero: lowest compared OMol25 entry of this formula, charge and spin): 3.886 eV
total charge: +1
orbital gap: 10.5 eV
DFT total energy: -437.855503 hartree
2S+1: 1

Each line ends with the Löwdin charge.
Geometry (Å):
N (-0.271, 0.367, 0.298)  0.04
N (-0.625, 2.808, 0.547)  0.22
N (1.350, -0.790, -0.713)  -0.12
C (-1.224, 1.467, 0.468)  -0.48
C (-1.097, 2.339, 1.631)  0.02
C (0.663, 0.318, -0.683)  0.01
C (2.414, -1.327, -1.483)  -0.02
C (-2.531, 1.291, -0.314)  0.00
C (-0.039, -0.871, 1.225)  -0.04
C (0.874, -1.714, 0.395)  -0.09
H (-2.979, 0.220, -0.079)  0.13
H (2.236, -2.341, -1.768)  0.10
H (2.524, -0.733, -2.432)  0.13
H (-3.197, 1.997, 0.021)  0.04
H (0.495, -0.678, 2.207)  0.15
H (0.767, 0.975, -1.498)  0.17
H (0.468, -2.555, -0.274)  0.16
H (-1.623, 2.646, 2.512)  0.13
H (-0.939, -1.486, 1.345)  0.13
H (3.329, -1.276, -0.944)  0.10
H (-2.366, 1.466, -1.393)  0.09
H (1.769, -2.122, 0.932)  0.15

=====

Computed, not measured: a molecular structure, C25H38N5V in a non-equilibrium geometry, with ωB97M-V with the def2-TZVPD basis set.

total charge: +1
orbital gap (spin up / spin down): 5.9 / 6.2 eV
DFT total energy: -2193.051592 hartree
2S+1: 2

Each line ends with the Löwdin charge.
Geometry (Å):
V (-0.184, 0.115, -0.127)  0.95
N (1.796, 0.646, 0.549)  -0.03
N (0.197, 2.719, 0.486)  -0.07
N (-1.178, 1.630, -1.694)  -0.09
N (-2.072, 0.251, 0.574)  -0.05
N (-0.051, -0.545, 1.701)  0.00
C (1.171, -0.695, 2.307)  -0.23
C (0.122, -1.854, 4.124)  -0.05
C (3.127, -1.273, -1.235)  -0.01
C (-1.550, -1.121, -3.237)  -0.04
C (-1.102, -1.609, 3.571)  0.01
C (1.641, 2.994, 0.433)  -0.16
C (2.418, 1.782, -0.091)  -0.17
C (-3.037, 1.131, -0.051)  -0.18
C (-0.729, 3.025, -1.732)  -0.18
C (-0.541, -2.006, -1.039)  -0.28
C (2.225, 0.063, 1.607)  -0.26
C (-2.352, -0.381, 1.717)  -0.29
C (0.864, -0.749, -2.356)  -0.25
C (-3.709, -0.339, 2.351)  -0.01
C (-2.634, 1.441, -1.489)  -0.16
C (0.783, -2.122, -0.537)  -0.25
C (1.289, -1.346, 3.503)  0.00
C (1.638, -1.350, -1.347)  -0.23
C (-0.640, 3.589, -0.333)  -0.19
C (-1.707, -2.867, -0.655)  -0.01
C (3.592, 0.237, 2.193)  0.01
C (-0.473, -1.185, -2.197)  -0.28
C (1.183, -3.096, 0.523)  -0.01
C (1.361, 0.100, -3.488)  -0.02
C (-1.208, -0.894, 2.352)  -0.21
H (-4.042, 0.697, -0.068)  0.13
H (1.206, 1.174, -3.331)  0.06
H (-1.635, 3.622, 0.116)  0.11
H (1.849, 3.881, -0.173)  0.12
H (-0.934, 1.200, -2.575)  0.07
H (2.297, 1.670, -1.171)  0.11
H (-1.384, -3.703, -0.035)  0.08
H (0.259, 3.038, -2.200)  0.12
H (0.204, -2.388, 5.060)  0.11
H (0.434, -3.179, 1.310)  0.08
H (-0.109, 2.771, 1.447)  0.12
H (3.508, -0.270, -1.430)  0.07
H (-1.389, 3.642, -2.352)  0.13
H (-2.179, -3.296, -1.540)  0.09
H (1.306, -4.091, 0.085)  0.10
H (-0.273, 4.622, -0.360)  0.13
H (-2.933, 0.606, -2.116)  0.10
H (3.645, 1.171, 2.757)  0.10
H (2.247, -1.458, 3.988)  0.11
H (-4.460, -0.871, 1.762)  0.09
H (3.603, -1.936, -1.962)  0.10
H (2.429, -0.035, -3.654)  0.09
H (4.354, 0.269, 1.415)  0.09
H (-3.107, 2.052, 0.539)  0.12
H (-1.999, -1.939, 4.077)  0.12
H (3.484, 1.886, 0.123)  0.12
H (-1.627, -0.163, -3.759)  0.08
H (1.998, 3.209, 1.443)  0.13
H (-2.480, -2.334, -0.098)  0.07
H (-3.186, 2.318, -1.841)  0.13
H (-4.049, 0.694, 2.452)  0.09
H (-1.354, -1.865, -4.014)  0.10
H (3.474, -1.586, -0.251)  0.07
H (-2.530, -1.355, -2.822)  0.08
H (2.132, -2.842, 0.993)  0.08
H (0.860, -0.156, -4.423)  0.09
H (3.838, -0.570, 2.878)  0.08
H (-3.697, -0.777, 3.346)  0.07